No. 1
Below is C32H35N2OTeTl as an isolated structure, with properties calculated with ωB97M-V/def2-TZVPD.

Each line ends with the Mulliken spin population.
Positions of all 72 atoms, in Å:
Tl  1.165  -1.211  -2.041  0.006
C  -5.669  2.325  3.628  0.003
C  -4.433  1.755  2.979  -0.003
C  -3.604  0.873  3.660  0.007
C  -2.462  0.334  3.070  -0.072
C  -1.605  -0.611  3.882  0.029
C  -2.158  0.671  1.748  0.200
Te  -0.332  -0.222  0.705  0.238
N  1.557  -1.212  0.418  0.434
C  2.318  -1.357  1.500  -0.035
O  2.015  -1.109  2.689  0.016
C  3.712  -1.929  1.265  0.026
C  4.450  -2.319  2.377  -0.001
C  5.725  -2.850  2.232  0.001
C  6.282  -2.989  0.967  0.000
C  5.557  -2.592  -0.148  0.002
C  4.281  -2.064  0.002  0.007
C  -1.203  -2.136  1.039  0.049
C  -0.568  -2.994  1.934  0.000
C  -1.058  -4.273  2.158  -0.002
C  -2.190  -4.704  1.484  0.001
C  -2.822  -3.854  0.588  -0.001
C  -2.347  -2.564  0.347  -0.006
C  -3.077  -1.690  -0.641  0.024
C  -2.950  1.596  1.055  0.036
C  -2.653  2.087  -0.349  0.020
C  -4.085  2.111  1.683  0.020
H  -5.754  1.996  4.665  0.000
H  -6.571  2.008  3.099  0.000
H  -5.652  3.418  3.619  0.000
H  -3.843  0.602  4.685  0.001
H  -1.678  -0.371  4.945  0.000
H  -0.556  -0.564  3.585  0.003
H  -1.936  -1.644  3.748  0.001
H  3.995  -2.191  3.351  0.000
H  6.290  -3.149  3.109  0.000
H  7.276  -3.406  0.850  0.000
H  5.989  -2.687  -1.137  0.000
H  3.727  -1.744  -0.866  0.007
H  0.318  -2.648  2.457  -0.002
H  -0.552  -4.929  2.858  0.000
H  -2.579  -5.703  1.647  0.000
H  -3.702  -4.195  0.054  0.000
H  -3.857  -2.254  -1.155  0.001
H  -2.389  -1.290  -1.389  -0.007
H  -3.538  -0.837  -0.139  -0.007
H  -1.713  1.711  -0.744  0.003
H  -2.602  3.178  -0.363  -0.002
H  -3.451  1.788  -1.036  -0.003
H  -4.704  2.823  1.140  0.004
C  1.570  3.026  -5.641  0.000
N  1.187  1.672  -5.294  0.000
C  2.356  0.816  -5.174  0.000
C  0.318  1.585  -4.107  0.001
C  0.907  2.088  -2.803  -0.005
C  0.804  3.448  -2.502  0.001
C  1.392  3.973  -1.360  -0.002
C  2.101  3.124  -0.516  0.002
C  2.172  1.766  -0.807  0.025
C  1.572  1.198  -1.940  -0.004
H  2.074  3.014  -6.610  0.000
H  2.245  3.495  -4.909  0.000
H  0.677  3.650  -5.727  0.000
H  2.941  0.880  -6.094  0.000
H  2.040  -0.221  -5.038  -0.001
H  3.005  1.085  -4.328  0.000
H  0.074  0.528  -4.002  -0.001
H  -0.609  2.116  -4.349  0.000
H  0.234  4.106  -3.155  0.000
H  1.295  5.027  -1.124  0.000
H  2.581  3.516  0.374  0.000
H  2.699  1.122  -0.107  -0.012

Values from the calculation:
Gap between HOMO and LUMO (spin up / spin down) = 6.70 / 6.08 eV
⟨S²⟩ = 0.7647
Energy = -50765.3704 eV
Net charge = -1
2S+1 = 2

No. 2
Below is one molecule with the formula C2H3N3O2 at a distorted geometry, with properties calculated with ωB97M-V/def2-TZVPD.

Each line ends with the natural charge from an NBO analysis.
Positions of all 10 atoms, in Å:
O  -2.380  -0.501  -0.036  -0.571
C  -1.236  -0.145  -0.131  0.752
N  -0.594  1.184  -0.047  -0.494
N  0.816  1.096  -0.001  -0.360
C  0.983  -0.114  0.177  0.595
O  2.237  -0.556  -0.145  -0.646
N  -0.070  -0.904  0.196  -0.633
H  -1.136  1.991  0.256  0.416
H  2.516  0.360  0.046  0.498
H  0.214  -1.973  -0.165  0.443

Values from the calculation:
Gap between HOMO and LUMO = 9.69 eV
Energy above the lowest of the compared OMol25 structures with the same formula, charge and spin = 53.5 kcal/mol
SMILES string = O=c1[nH]nc(O)[nH]1
Energy = -10686.1379 eV
Net charge = 0

No. 3
Below is a 2-piece molecular cluster, C6H13NO2 overall at a distorted geometry, with properties calculated with ωB97M-V/def2-TZVPD.

Each line ends with the natural charge from an NBO analysis.
Positions of all 22 atoms, in Å:
C  -2.073  -0.024  1.732  -0.723
C  -1.641  0.208  0.309  0.688
O  -2.363  0.534  -0.612  -0.610
N  -0.247  0.292  0.040  -0.459
C  0.155  -0.186  -1.352  -0.223
C  1.677  -0.761  -1.117  -0.409
C  1.369  -1.562  0.127  -0.425
C  0.724  -0.433  0.991  -0.229
H  -1.255  -0.002  2.460  0.220
H  -2.691  0.759  2.125  0.249
H  -2.408  -1.051  1.577  0.245
H  -0.374  -1.041  -1.733  0.197
H  0.296  0.682  -1.968  0.238
H  2.116  -1.372  -1.929  0.212
H  2.331  0.092  -1.035  0.204
H  0.740  -2.427  -0.055  0.208
H  2.256  -1.930  0.611  0.213
H  0.337  -0.882  1.900  0.201
H  1.377  0.377  1.278  0.197
O  -0.002  2.948  -1.482  -0.948
H  -0.861  2.646  -1.168  0.485
H  0.538  3.133  -0.701  0.469

Values from the calculation:
Gap between HOMO and LUMO = 10.20 eV
Energy above the lowest of the compared OMol25 structures with the same formula, charge and spin = 40.4 kcal/mol
SMILES string = CC(=O)N1CCCC1.O
Energy = -12016.9719 eV
Net charge = 0

No. 4
Below is a 2-piece molecular cluster, C2H7Br2N2 overall at a distorted geometry, with properties calculated with ωB97M-V/def2-TZVPD.

Each line ends with the natural charge from an NBO analysis.
Positions of all 13 atoms, in Å:
C  0.610  -0.007  -0.744  -0.320
C  0.832  1.384  -0.167  0.253
N  -0.833  -0.421  -0.752  -0.673
N  -0.182  2.037  -0.057  -0.654
Br  2.639  1.656  0.631  0.073
Br  -0.615  -2.203  2.022  -0.267
H  1.203  -0.767  -0.215  0.269
H  0.845  0.175  -1.862  0.265
H  -1.034  -3.475  2.633  0.274
H  -1.088  -0.153  0.278  0.466
H  -1.476  0.161  -1.232  0.459
H  -0.852  -1.377  -0.912  0.449
H  -0.051  2.989  0.377  0.407

Values from the calculation:
Gap between HOMO and LUMO = 11.08 eV
Energy above the lowest of the compared OMol25 structures with the same formula, charge and spin = 5.0 kcal/mol
Energy = -145244.9299 eV
Net charge = +1

No. 5
Below is a 11-piece molecular cluster, C41H101N3O11 overall at a distorted geometry, with properties calculated with ωB97M-V/def2-TZVPD.

Each line ends with the Löwdin charge.
Positions of all 156 atoms, in Å:
C  1.752  4.381  6.563  -0.021
C  1.690  4.018  5.075  -0.526
C  3.052  3.480  4.627  -0.038
C  0.666  2.878  4.893  -0.137
C  -0.750  3.401  4.741  -0.168
C  -0.885  4.262  3.494  -0.119
C  0.371  5.090  3.173  -0.507
C  1.115  4.507  1.950  -0.036
C  -0.071  6.490  2.756  -0.037
N  1.245  5.161  4.317  -0.119
O  2.205  6.185  4.275  0.004
H  2.301  3.659  7.165  0.085
H  2.145  5.389  6.690  0.083
H  0.727  4.402  6.948  0.078
H  3.894  4.086  4.972  0.086
H  3.228  2.505  5.098  0.081
H  3.152  3.301  3.553  0.077
H  0.939  2.256  4.032  0.115
H  0.714  2.241  5.780  0.118
H  -1.464  2.576  4.743  0.087
H  -0.997  3.995  5.628  0.113
H  -1.758  4.914  3.570  0.114
H  -1.087  3.596  2.648  0.104
H  1.260  3.422  2.023  0.070
H  2.098  4.978  1.829  0.078
H  0.668  4.653  0.960  0.071
H  -0.829  6.441  1.977  0.086
H  0.769  7.103  2.425  0.081
H  -0.465  7.052  3.611  0.095
H  2.893  5.872  3.667  0.093
C  3.660  -3.561  -2.251  -0.017
C  3.105  -4.458  -1.135  -0.507
C  4.220  -4.713  -0.109  -0.029
C  1.940  -3.799  -0.425  -0.134
C  0.627  -3.900  -1.182  -0.172
C  0.308  -5.370  -1.450  -0.139
C  1.387  -6.125  -2.215  -0.535
C  1.167  -7.625  -1.968  -0.034
C  1.263  -5.828  -3.708  -0.027
N  2.687  -5.749  -1.687  -0.116
O  3.746  -6.444  -2.302  -0.008
H  2.843  -3.161  -2.850  0.062
H  4.276  -2.762  -1.830  0.080
H  4.316  -4.112  -2.928  0.084
H  4.224  -3.910  0.634  0.077
H  4.056  -5.643  0.441  0.085
H  5.204  -4.755  -0.576  0.081
H  1.825  -4.235  0.573  0.125
H  2.204  -2.746  -0.296  0.096
H  -0.171  -3.468  -0.573  0.109
H  0.654  -3.380  -2.144  0.103
H  -0.645  -5.415  -1.987  0.115
H  0.126  -5.886  -0.499  0.121
H  1.821  -8.238  -2.585  0.078
H  0.128  -7.850  -2.221  0.085
H  1.328  -7.825  -0.909  0.085
H  0.279  -6.118  -4.093  0.083
H  1.992  -6.374  -4.312  0.082
H  1.405  -4.765  -3.920  0.074
H  4.045  -7.070  -1.635  0.102
C  -3.111  0.372  -2.432  -0.035
C  -3.379  -1.120  -2.480  -0.507
C  -2.012  -1.833  -2.605  -0.021
C  -3.997  -1.524  -1.134  -0.140
C  -4.759  -2.838  -1.122  -0.172
C  -5.765  -2.881  -2.277  -0.136
C  -5.113  -2.620  -3.629  -0.535
C  -4.286  -3.848  -4.049  -0.020
C  -6.235  -2.408  -4.640  -0.034
N  -4.315  -1.414  -3.547  -0.103
O  -3.834  -1.002  -4.797  -0.008
H  -2.565  0.734  -3.303  0.084
H  -4.030  0.956  -2.319  0.090
H  -2.536  0.636  -1.538  0.066
H  -1.679  -1.761  -3.646  0.079
H  -1.260  -1.409  -1.940  0.067
H  -2.043  -2.898  -2.362  0.067
H  -3.206  -1.608  -0.382  0.121
H  -4.677  -0.734  -0.794  0.114
H  -4.100  -3.704  -1.215  0.104
H  -5.304  -2.902  -0.179  0.112
H  -6.495  -2.083  -2.108  0.122
H  -6.281  -3.841  -2.268  0.124
H  -4.921  -4.729  -4.164  0.088
H  -3.547  -4.081  -3.286  0.059
H  -3.775  -3.710  -5.005  0.084
H  -6.932  -1.638  -4.315  0.087
H  -6.793  -3.337  -4.793  0.087
H  -5.841  -2.161  -5.627  0.081
H  -3.163  -1.649  -5.073  0.087
C  3.501  -1.067  3.527  -0.064
C  2.222  -1.834  3.279  -0.276
O  1.521  -1.293  2.149  -0.109
H  4.131  -1.610  4.236  0.079
H  3.300  -0.085  3.958  0.066
H  4.077  -0.925  2.612  0.061
H  1.582  -1.754  4.164  0.101
H  2.396  -2.899  3.108  0.111
H  0.613  -1.089  2.425  0.040
C  -1.157  -0.873  5.330  -0.070
C  -1.343  -1.563  3.978  -0.306
O  -1.130  -0.664  2.908  -0.103
H  -1.130  -1.582  6.157  0.077
H  -2.002  -0.192  5.470  0.068
H  -0.236  -0.292  5.337  0.064
H  -2.317  -2.057  3.919  0.117
H  -0.612  -2.372  3.889  0.103
H  -1.897  -0.066  2.902  0.048
C  1.510  0.943  -4.463  -0.077
C  1.128  -0.359  -3.778  -0.315
O  2.068  -0.689  -2.780  -0.106
H  0.804  1.225  -5.246  0.073
H  2.522  0.900  -4.874  0.076
H  1.539  1.743  -3.718  0.062
H  0.942  -1.183  -4.470  0.113
H  0.169  -0.131  -3.291  0.085
H  1.658  -0.601  -1.900  0.038
C  3.450  4.031  -0.903  -0.089
C  2.952  5.240  -1.659  -0.313
O  4.085  6.073  -1.982  -0.086
H  3.977  3.335  -1.557  0.068
H  2.589  3.499  -0.485  0.053
H  4.133  4.294  -0.096  0.079
H  2.264  5.810  -1.024  0.099
H  2.459  4.966  -2.594  0.107
H  3.962  6.466  -2.848  0.072
C  -0.895  3.833  -1.962  -0.076
C  -2.165  4.661  -2.133  -0.311
O  -1.895  5.934  -2.715  -0.077
H  -0.577  3.510  -2.956  0.075
H  -1.112  2.980  -1.319  0.039
H  -0.099  4.423  -1.512  0.061
H  -2.596  4.852  -1.150  0.103
H  -2.884  4.129  -2.760  0.110
H  -1.695  5.808  -3.647  0.081
C  -3.560  2.603  1.033  -0.078
C  -3.968  1.466  1.947  -0.265
O  -3.070  1.333  3.071  -0.109
H  -4.330  2.771  0.281  0.082
H  -2.560  2.461  0.632  0.053
H  -3.557  3.521  1.633  0.077
H  -4.006  0.497  1.448  0.102
H  -4.974  1.631  2.345  0.118
H  -3.381  1.869  3.804  0.090
C  4.142  -0.081  -0.137  -0.176
O  4.209  0.606  -1.360  -0.120
H  3.235  -0.688  -0.067  0.049
H  5.021  -0.707  0.054  0.079
H  4.058  0.642  0.680  0.076
H  3.875  0.036  -2.066  0.051
C  0.272  0.759  -0.240  -0.117
O  0.703  -0.578  -0.402  -0.151
H  -0.709  0.768  0.254  0.072
H  0.958  1.384  0.340  0.085
H  0.162  1.203  -1.228  0.062
H  1.013  -0.953  0.438  0.039

Values from the calculation:
Gap between HOMO and LUMO = 7.98 eV
SMILES string = CC1(C)CCCC(C)(C)N1O.CC1(C)CCCC(C)(C)N1O.CC1(C)CCCC(C)(C)N1O.CCO.CCO.CCO.CCO.CCO.CCO.CO.CO
Energy = -71143.2461 eV
Net charge = 0

No. 6
Below is an isolated ion of composition C5H6N and charge +1 at a distorted geometry, with properties calculated with ωB97M-V/def2-TZVPD.

Each line ends with the natural charge from an NBO analysis.
Positions of all 12 atoms, in Å:
C  1.593  0.224  -0.080  -0.699
C  0.270  0.857  -0.042  0.318
N  -0.946  0.493  0.121  -0.325
C  -2.289  0.904  0.186  0.136
C  -2.894  -0.160  -0.361  -0.105
C  -1.682  -0.714  0.227  0.067
H  2.155  0.703  0.721  0.295
H  1.534  -0.926  0.114  0.254
H  1.820  0.209  -1.132  0.294
H  0.209  2.017  -0.138  0.241
H  -3.796  -0.478  -0.665  0.267
H  -1.520  -1.526  0.941  0.256

Values from the calculation:
Gap between HOMO and LUMO = 8.66 eV
Energy above the lowest of the compared OMol25 structures with the same formula, charge and spin = 144.1 kcal/mol
SMILES string = C/C=[N+]1/C2=C[C@H]21
Energy = -6758.9273 eV
Net charge = +1